Entry 1:
113
Properties=species:S:1:pos:R:3:forces:R:3 method="wB97M-V/def2-TZVPD" lumo_ev=-3.37 total_charge=+1 homo_ev=-9.84 relative_energy_kj_mol=0.0 gap_ev=6.47
Pt -0.426753 -0.455153 -0.414101 -0.0694 0.3413 -1.0529
C 4.836557 -0.039964 -1.908091 -0.0704 0.0485 -0.0524
C 3.477287 -0.727157 -2.080338 0.2138 0.2631 -0.2261
Ge 3.121845 -2.027956 -0.709263 -0.3461 -0.1774 -0.0664
C 4.137523 -3.662200 -0.898882 0.2329 -0.2171 0.0532
C 5.648245 -3.485300 -0.686560 -0.0650 -0.0696 0.0014
C 3.278366 -1.395007 1.094459 0.1111 0.0329 0.2336
C 2.446924 -0.862119 1.995156 0.1327 -0.0203 0.1873
Ge 0.486450 -0.934266 1.766395 0.4153 0.4288 -0.1096
C -0.628534 0.288827 2.809808 -0.0765 0.2921 0.1530
C -0.041848 1.434278 3.651163 -0.1761 -0.0731 0.0176
C 0.103993 -2.826799 2.083357 -0.1951 -0.2784 0.1230
C -0.216047 -3.173911 3.543242 -0.0090 -0.0682 -0.0683
C 2.993361 -0.444629 3.321562 0.0113 0.0148 -0.1478
C 4.265546 0.127701 3.412678 0.0075 0.0674 0.0079
C 4.805779 0.472085 4.641982 -0.0360 -0.0132 -0.0037
C 4.084333 0.253240 5.809377 -0.0053 0.0060 -0.0288
C 2.816862 -0.304723 5.734758 0.0062 0.0177 -0.0666
C 2.277674 -0.640025 4.500380 -0.0223 -0.0904 0.0480
H 5.003242 0.692880 -2.698640 -0.0150 0.0161 0.0043
H 5.662888 -0.750143 -1.947526 -0.0205 0.0143 0.0017
H 4.894121 0.489538 -0.956017 -0.0109 0.0332 0.0415
H 3.413663 -1.256397 -3.034250 0.0167 0.0387 -0.0245
H 2.666100 -0.001520 -2.057539 -0.0270 0.1134 -0.0190
H 3.924538 -4.054025 -1.894953 0.0498 -0.0526 -0.0105
H 3.732224 -4.378727 -0.181383 0.0145 -0.0361 -0.0226
H 6.089255 -2.821487 -1.429421 -0.0082 -0.0158 -0.0120
H 6.161167 -4.444460 -0.764712 -0.0081 0.0035 -0.0012
H 5.879082 -3.078681 0.300063 -0.0248 0.0008 -0.0109
H 4.310664 -1.556993 1.422899 -0.0274 0.1456 -0.0103
H -1.250042 -0.354958 3.438530 -0.0500 0.0853 0.0152
H -1.301037 0.693599 2.045821 -0.0556 0.0183 0.0713
H 0.297301 1.087040 4.623853 -0.0040 -0.0254 0.0178
H -0.811033 2.190052 3.821319 0.0114 -0.0139 0.0154
H 0.805049 1.938993 3.192911 0.0039 0.0064 -0.0506
H 1.000323 -3.343819 1.740571 -0.0097 -0.1039 0.0568
H -0.701963 -3.146538 1.423132 0.0115 -0.0216 0.0228
H 0.678549 -3.175236 4.166455 -0.0003 0.0218 -0.0224
H -0.653612 -4.171642 3.605233 0.0259 -0.0062 0.0228
H -0.931768 -2.480911 3.994239 0.0091 -0.0258 -0.0199
H 4.827212 0.324849 2.506560 -0.0232 -0.0188 0.0226
H 5.792155 0.915925 4.689277 -0.0120 -0.0008 0.0015
H 4.505830 0.522025 6.769174 -0.0038 -0.0050 -0.0140
H 2.243955 -0.476487 6.637140 0.0087 -0.0101 -0.0118
H 1.287808 -1.081681 4.465849 0.0224 0.0175 0.0007
O -2.690917 1.780518 -0.274638 -0.2551 -0.1720 0.2655
C -3.622919 1.531406 -1.245598 0.2048 0.1471 0.0021
C -4.299761 2.519264 -1.940745 -0.0969 -0.0209 -0.1067
C -5.248419 2.141455 -2.881768 0.0127 0.0346 0.0097
C -5.506347 0.802519 -3.134835 0.0383 -0.0368 0.0330
C -4.785215 -0.170433 -2.457648 -0.0070 0.0121 -0.1096
C -3.829053 0.178212 -1.507256 0.0020 -0.0977 -0.0588
P -2.811723 -1.046138 -0.618205 0.0149 -0.3858 -0.0712
C -3.881688 -1.559540 0.767939 -0.0356 0.0368 0.0331
C -5.273084 -1.582905 0.655025 -0.0266 0.0332 -0.0529
C -6.054864 -2.071076 1.691360 0.0766 0.0004 -0.0080
C -5.456633 -2.540903 2.854795 0.0111 0.0166 -0.0150
C -4.076196 -2.508282 2.982576 -0.0124 -0.0025 -0.0323
C -3.297345 -2.016200 1.942768 -0.0128 0.0244 0.0670
C -2.868284 -2.486160 -1.747483 -0.2270 0.0846 -0.0407
C -2.409597 -2.313047 -3.056028 0.0507 -0.0319 -0.0391
C -2.391624 -3.376781 -3.944049 -0.0120 0.0015 0.0591
C -2.822112 -4.634608 -3.531473 0.0156 0.0459 0.0049
C -3.259444 -4.818748 -2.229651 0.0251 0.0541 0.0410
C -3.285707 -3.747550 -1.339420 0.0170 -0.0559 0.0003
C -2.154512 3.019993 -0.049894 0.0909 0.0105 -0.2299
C -2.917538 4.037165 0.494523 0.0473 0.0886 0.0923
C -2.323138 5.264874 0.742707 -0.0397 0.0230 0.0103
C -0.978964 5.459794 0.459400 0.0014 -0.0372 -0.0106
C -0.221985 4.418787 -0.056997 0.0166 0.0162 0.0687
C -0.796132 3.174124 -0.324002 0.0751 0.0118 -0.0245
P 0.201195 1.766428 -0.971280 0.4085 -0.2626 1.2285
C 1.873613 2.377912 -0.521890 -0.0858 0.0157 -0.3016
C 2.716971 3.043678 -1.406108 0.0593 -0.0022 -0.1030
C 3.909259 3.601689 -0.953256 -0.0283 -0.0873 -0.0755
C 4.268439 3.497083 0.381579 -0.0557 -0.0687 0.0711
C 3.440839 2.811462 1.265922 0.0535 0.0689 -0.0435
C 2.256860 2.258147 0.807255 0.0151 -0.0591 0.0517
C 0.130259 1.939590 -2.768479 -0.1125 -0.2301 -0.1121
C 0.290966 0.794252 -3.548809 0.0061 0.0768 -0.0830
C 0.342909 0.893468 -4.933459 -0.0217 0.0031 0.0527
C 0.225884 2.134863 -5.541612 -0.0185 0.0155 0.0172
C 0.045062 3.276304 -4.768823 -0.0045 -0.0206 0.0038
C -0.005818 3.181286 -3.386553 -0.0945 0.0139 -0.0411
H -4.096415 3.564347 -1.757782 -0.0005 -0.0025 0.0158
H -5.788983 2.908405 -3.421855 0.0082 -0.0124 0.0085
H -6.252958 0.516601 -3.863393 0.0236 0.0008 0.0031
H -4.947313 -1.215858 -2.690386 -0.0251 0.0166 0.0255
H -5.755882 -1.216442 -0.242722 0.0332 -0.0178 0.0118
H -7.132599 -2.088783 1.588812 0.0297 0.0105 0.0034
H -6.067619 -2.926179 3.660780 0.0053 0.0086 -0.0052
H -3.603975 -2.866369 3.889016 -0.0036 0.0099 -0.0141
H -2.223294 -1.986830 2.043304 -0.0114 0.0114 0.0170
H -2.070434 -1.334417 -3.385834 -0.0275 -0.0195 0.0040
H -2.043946 -3.227299 -4.958877 -0.0120 0.0027 0.0245
H -2.816888 -5.465223 -4.225739 0.0149 0.0164 0.0177
H -3.590171 -5.796221 -1.901766 0.0038 0.0256 0.0012
H -3.634102 -3.902685 -0.325135 -0.0313 -0.0016 -0.0293
H -3.958637 3.859454 0.730876 0.0055 -0.0169 -0.0272
H -2.912270 6.068635 1.164932 0.0096 -0.0097 0.0010
H -0.514453 6.416978 0.655806 -0.0029 -0.0154 -0.0077
H 0.833841 4.572654 -0.241923 -0.0415 0.0217 0.0121
H 2.446491 3.140032 -2.451408 0.0200 0.0141 0.0421
H 4.556489 4.119628 -1.649790 -0.0227 0.0023 0.0043
H 5.188743 3.945751 0.734091 -0.0129 -0.0266 -0.0107
H 3.717325 2.710097 2.308519 -0.0369 0.0178 -0.0258
H 1.601498 1.737585 1.488656 0.0219 -0.0514 0.0708
H 0.385175 -0.175847 -3.071232 0.0359 0.0024 -0.0082
H 0.474513 0.002433 -5.533834 -0.0050 0.0032 0.0038
H 0.266700 2.215691 -6.620339 0.0006 -0.0050 0.0171
H -0.057292 4.242951 -5.244968 0.0016 -0.0149 0.0063
H -0.156644 4.073423 -2.790430 0.0188 -0.0156 -0.0054
I 0.726575 -2.802487 -1.338983 -0.0281 0.0971 0.2235



Entry 2:
124
Properties=species:S:1:pos:R:3:forces:R:3 method="wB97M-V/def2-TZVPD" spin_multiplicity=2 lumo_ev="-7.80 / -8.72" total_charge=+2 homo_ev="-12.43 / -12.43" gap_ev="4.63 / 3.71" s2=0.77
Pt 1.409807 -0.151443 -2.935866 0.6433 -0.1562 0.4083
C -3.371142 6.077023 0.209652 0.0506 -0.0954 -0.0485
C -2.229156 5.231870 0.709604 -0.0529 -0.0015 -0.0157
C -2.328786 4.477291 1.874766 -0.0022 -0.0273 -0.0142
C -1.252092 3.753659 2.371417 -0.0739 -0.0820 -0.0228
C -1.387186 2.987129 3.662670 0.0185 0.0592 -0.0370
C -0.035155 3.780949 1.678972 0.0677 0.0561 -0.0442
C 0.088046 4.535842 0.506981 0.0389 0.0211 -0.0210
C 1.397398 4.696621 -0.226016 -0.0528 -0.0172 -0.0001
C -1.020127 5.228421 0.031367 -0.0009 0.0030 -0.0031
C 1.167988 3.161962 2.310378 0.0022 -0.0186 -0.0575
C 1.744579 3.874719 3.356252 -0.0114 0.0734 -0.0167
C 2.890142 3.422888 3.984228 0.0473 0.0390 0.0690
C 3.475656 2.238688 3.576869 -0.0511 -0.0799 0.0048
C 2.926034 1.487427 2.542105 -0.0185 0.1194 0.0124
C 1.757279 1.952502 1.911378 0.2227 -0.0005 -0.1085
Ge 0.997833 0.895445 0.462899 -0.2821 0.0641 0.4519
S 1.998781 1.507877 -1.494257 -0.3195 -0.0445 -0.2787
S -1.210341 1.178488 0.043193 -0.1822 -0.1153 -0.0285
Ge -1.031425 -1.000578 -0.462437 -0.0213 0.1343 0.3457
S -0.688440 -0.992879 -2.699168 0.2768 0.2121 -0.0488
S 0.823153 -1.319832 0.685017 0.3039 -0.0428 -0.1652
C -2.554746 -2.187672 -0.178143 -0.1116 0.1266 -0.1506
C -3.836265 -1.721061 0.171611 0.0803 -0.1613 -0.0667
C -4.908829 -2.611088 0.228986 -0.0442 0.1380 0.0246
C -4.723043 -3.954175 -0.048367 -0.0177 -0.0704 0.0091
C -3.469682 -4.409386 -0.402603 0.0482 -0.0226 0.0574
C -2.376092 -3.543965 -0.473500 -0.0430 -0.0892 0.0488
C -1.067060 -4.136681 -0.875268 0.0329 0.0695 -0.0178
C -0.140994 -4.541901 0.092858 -0.0234 0.0033 0.0027
C -0.373303 -4.356007 1.572836 0.0300 -0.0231 -0.0531
C 0.995348 -5.231851 -0.319358 0.0249 -0.0226 0.0073
C 1.220575 -5.547795 -1.650033 0.0195 -0.0755 0.0118
C 2.405047 -6.369832 -2.074054 -0.0201 0.0934 -0.0682
C 0.291960 -5.119982 -2.594918 -0.0294 0.0079 -0.0275
C -0.853417 -4.434841 -2.231563 -0.0140 0.0310 -0.0271
C -1.874008 -4.088141 -3.288311 0.0701 -0.0229 0.0344
C -4.190307 -0.333097 0.518821 0.0891 0.1111 0.0985
C -3.893654 0.187555 1.839900 0.0592 0.0201 -0.0700
C -3.043621 -0.571099 2.809832 -0.0171 -0.0019 -0.0698
C -4.477364 1.370319 2.217847 -0.0311 -0.0124 0.0109
C -5.323665 2.072746 1.352107 0.0318 -0.0562 -0.0568
C -6.060189 3.278551 1.789846 0.0428 0.0341 0.0641
C -5.522088 1.593988 0.018429 -0.0189 0.0057 0.0389
C -4.984028 0.419100 -0.407434 0.0419 -0.0340 -0.0157
C -5.217769 -0.091734 -1.799461 -0.0016 0.0293 0.0327
C 3.634289 0.226388 2.177412 -0.1329 -0.0938 -0.0359
C 3.331273 -0.957671 2.858337 -0.0663 0.0467 -0.0103
C 2.261838 -1.024134 3.922204 0.0337 -0.0109 -0.0834
C 4.085563 -2.096271 2.593741 -0.0079 -0.0357 0.0226
C 5.147290 -2.078814 1.703978 0.0321 0.0071 -0.0147
C 5.997863 -3.299751 1.483518 -0.0241 0.1286 -0.0541
C 5.434789 -0.885090 1.042254 -0.0351 -0.1175 -0.0319
C 4.704824 0.269612 1.268880 -0.1056 0.0121 -0.0587
C 5.109424 1.558598 0.599121 -0.0293 -0.0501 0.0140
H -4.198208 6.093640 0.917427 -0.0280 -0.0060 0.0146
H -3.738523 5.710936 -0.752392 -0.0287 -0.0026 0.0372
H -3.044536 7.105359 0.053400 -0.0228 0.0066 0.0203
H -3.255364 4.489043 2.439739 -0.0284 0.0100 0.0026
H -2.435415 2.818457 3.908839 0.0109 0.0176 -0.0017
H -0.945529 3.539361 4.494471 0.0139 -0.0216 0.0070
H -0.873049 2.025399 3.614324 -0.0115 -0.0119 -0.0031
H 2.249571 4.371187 0.369588 0.0054 0.0022 -0.0162
H 1.549742 5.742631 -0.492405 0.0212 0.0064 0.0352
H 1.389180 4.125395 -1.156156 0.0121 0.0365 0.0076
H -0.914642 5.828325 -0.867511 0.0005 0.0126 0.0253
H 1.294505 4.814228 3.653782 -0.0126 -0.0184 0.0111
H 3.331866 3.999150 4.787254 -0.0092 -0.0081 -0.0100
H 4.370464 1.871830 4.064628 0.0044 0.0135 -0.0192
H -5.887863 -2.245012 0.516562 -0.0070 -0.0183 -0.0393
H -5.558613 -4.639487 0.007175 0.0018 0.0169 0.0082
H -3.313324 -5.455808 -0.633531 -0.0021 0.0043 0.0117
H -1.181291 -3.658907 1.791608 0.0085 0.0303 0.0108
H 0.533660 -3.998308 2.062008 -0.0095 -0.0008 0.0081
H -0.632670 -5.312639 2.031326 -0.0192 0.0128 0.0056
H 1.707565 -5.561975 0.430095 -0.0147 0.0180 -0.0090
H 3.034535 -6.631315 -1.225508 0.0000 -0.0050 -0.0104
H 3.012984 -5.826760 -2.798259 0.0038 -0.0148 0.0198
H 2.072125 -7.288583 -2.558919 0.0043 -0.0284 0.0502
H 0.460544 -5.345775 -3.642890 -0.0094 -0.0148 0.0134
H -1.388546 -3.929339 -4.250823 -0.0092 0.0078 0.0043
H -2.451131 -3.194574 -3.038755 -0.0108 -0.0071 -0.0245
H -2.589877 -4.904275 -3.414235 -0.0216 0.0235 0.0022
H -2.611257 -1.470213 2.381036 0.0143 -0.0019 -0.0045
H -3.642205 -0.861415 3.676565 0.0146 0.0048 -0.0030
H -2.238610 0.073417 3.164849 -0.0010 0.0124 0.0270
H -4.311021 1.748277 3.218226 -0.0322 0.0105 0.0016
H -5.733938 3.633202 2.763481 0.0002 0.0157 0.0232
H -7.128004 3.037057 1.850207 0.0090 0.0134 -0.0149
H -5.966776 4.077090 1.052119 -0.0038 0.0284 -0.0294
H -6.147269 2.174035 -0.650471 0.0267 0.0330 0.0129
H -5.646291 0.689342 -2.424095 0.0022 -0.0051 0.0011
H -5.905249 -0.938943 -1.795168 0.0162 -0.0118 -0.0016
H -4.286946 -0.436742 -2.252032 0.0017 -0.0027 -0.0029
H 1.591691 -0.165846 3.893866 -0.0227 -0.0168 0.0023
H 2.720944 -1.053457 4.912718 -0.0197 0.0226 0.0039
H 1.666616 -1.932020 3.813923 -0.0028 -0.0044 0.0045
H 3.854041 -3.013576 3.126314 0.0089 0.0167 -0.0030
H 5.661046 -4.135672 2.094073 0.0175 0.0026 -0.0057
H 7.039371 -3.086322 1.728433 -0.0137 -0.0290 0.0466
H 5.975698 -3.600265 0.437706 -0.0334 -0.0603 -0.0982
H 6.259401 -0.859506 0.340058 0.0434 0.0194 -0.0188
H 5.721930 1.357578 -0.279306 -0.0157 0.0180 0.0102
H 5.693472 2.181189 1.280866 0.0004 0.0046 -0.0041
H 4.245787 2.154523 0.293374 0.0260 -0.0080 -0.0079
C 3.079404 2.070014 -4.810346 -0.0646 0.0496 -0.0038
C 1.593690 2.074837 -4.832245 0.0382 -0.2262 0.1498
N 0.754757 1.222733 -4.224146 -0.1404 0.0362 0.3534
C -0.550032 1.643906 -4.467839 0.1258 -0.0821 0.0034
C -0.486850 2.734769 -5.256374 0.0113 0.0164 -0.0060
N 0.851588 2.982002 -5.469198 -0.0516 0.0167 -0.0242
H 3.465961 1.178649 -4.327174 0.0507 -0.0271 -0.0155
H 3.447560 2.942272 -4.268107 -0.0050 -0.0060 0.0047
H 3.474636 2.100883 -5.825718 -0.0170 -0.0061 -0.0074
H -1.403658 1.125994 -4.078098 0.0090 -0.0085 0.0386
H -1.262915 3.346430 -5.679871 0.0147 -0.0182 -0.0188
H 1.226947 3.739457 -6.018537 0.0426 -0.0217 -0.0355
F 3.596766 -0.899397 -3.712743 -0.0936 0.1852 -0.3689
P 3.575135 -2.315838 -2.813500 0.3269 -0.5717 -0.4385
F 3.437192 -3.553042 -1.857564 -0.0026 0.2185 0.1045
F 5.025159 -1.972962 -2.320046 -0.1530 0.1046 0.2844
F 4.050640 -3.143971 -4.057230 0.0276 0.0485 0.0616
F 2.865908 -1.304975 -1.645248 -0.3985 0.1603 0.3105
F 1.994717 -2.494568 -3.293110 -0.0649 -0.0572 -0.4402



Looking at max |F| for the records above, in order, we have 0.0257, 0.0154 Eh/bohr.